DFT (ωB97M-V/def2-TZVPD) results for a structure of composition C44H43N7O2Ti.

Each line ends with the Löwdin charge.
Positions of all 97 atoms, in Å:
H  4.4846  -5.7181  -1.1867  0.13
C  0.4903  -4.4417  -3.2348  0.06
H  4.8703  -0.9276  -0.8474  0.10
H  -7.1045  5.9344  -1.0367  0.13
C  0.9238  -0.4261  2.8256  -0.18
C  -1.3942  1.8337  1.8899  -0.21
C  2.7498  -5.2142  -0.0364  0.00
O  4.2733  5.8329  -1.3858  0.18
N  0.1404  -2.5233  -1.2621  0.00
C  -5.6674  3.2731  0.1028  -0.18
H  3.8055  -0.4815  0.4831  0.04
C  4.4545  -3.6382  -0.6744  0.00
H  0.2739  0.9744  4.2994  0.12
C  3.2284  3.1166  -0.6850  0.03
C  1.3027  -3.3007  -3.2131  0.08
C  2.1622  1.1593  -1.5509  -0.27
Ti  0.3507  -0.8910  0.0063  1.32
C  2.6586  1.8704  -0.4663  -0.04
C  1.0949  -2.3595  -2.2300  -0.22
H  -5.7585  2.6100  0.9573  0.11
H  5.3041  -1.3379  0.7938  0.12
C  -3.8851  0.6559  -1.5809  0.07
H  1.0950  -4.8452  2.4471  0.11
N  1.7590  -1.8746  1.1973  0.03
H  -1.7101  -1.6851  4.5604  0.11
N  -1.4263  -0.1683  -0.6497  -0.09
H  0.6313  -5.1933  -4.0021  0.15
C  4.4589  -1.2641  0.1055  -0.01
N  -6.5136  4.2951  0.0589  0.12
C  -0.5022  -4.5759  -2.2853  0.05
H  -4.6805  -0.9231  -0.3396  0.14
H  2.8200  3.3690  -4.0280  0.15
H  -1.1803  -2.1870  2.9554  0.06
H  2.5898  -0.9526  -2.9967  0.18
H  -1.4108  -3.6847  -0.5435  0.14
H  -5.4052  5.5481  -2.8474  0.13
H  3.6459  -1.0598  3.6166  0.13
C  -1.9575  -1.6409  3.4973  -0.01
C  -2.5882  2.4434  2.2429  0.00
H  -4.8433  0.9367  -1.9927  0.15
C  -3.5421  1.7572  2.9854  -0.01
H  1.9723  0.4118  4.4612  0.12
H  0.6516  -0.6460  4.9040  0.14
H  -4.0756  -0.0758  3.9528  0.14
H  2.6427  1.4545  0.5347  0.11
C  -0.3291  2.6060  1.1681  -0.01
N  0.0259  -0.1727  1.9265  0.04
H  -3.5118  4.2677  -3.6393  0.13
C  -6.4160  5.0990  -0.9916  -0.06
H  3.9460  5.5968  -0.5106  0.11
O  4.1660  5.1934  -3.4987  0.18
C  -4.6366  3.7941  -1.8516  -0.26
C  -2.1410  -0.2142  3.0475  -0.21
C  -3.3222  0.4477  3.3767  0.00
H  3.6392  -2.6742  2.8606  0.11
H  0.2426  1.9962  0.4599  0.03
H  0.0892  -3.7571  1.5115  0.05
H  1.7488  1.1518  -3.6758  0.13
H  2.3891  -6.2355  -0.0028  0.14
C  -0.6471  -3.5961  -1.3052  -0.05
H  -0.7640  3.4263  0.5982  0.11
H  2.0637  -3.1432  -3.9678  0.15
C  0.9520  0.1322  4.1900  0.06
C  3.7892  -2.6052  -0.0173  -0.22
C  2.5632  -2.9208  0.5812  -0.22
C  0.8162  -4.5718  1.4257  -0.01
C  2.7571  2.9301  -3.0401  0.05
C  2.1822  1.6903  -2.8401  0.01
C  -3.6089  3.5133  -2.8665  0.02
C  3.0188  -1.9033  3.3094  0.06
H  3.6542  3.6417  0.1609  0.13
C  3.2881  3.6488  -1.9697  -0.06
H  0.3948  3.0344  1.8665  0.11
H  -0.5924  1.3311  -1.8475  0.12
C  -2.7274  1.3318  -2.0056  -0.16
H  -4.4622  2.2522  3.2678  0.13
H  -1.1691  -5.4284  -2.2823  0.15
C  -2.5596  -0.7690  -0.2165  -0.10
C  -3.7964  -0.4002  -0.6772  0.03
H  -2.4496  -1.5589  0.5228  0.12
N  -4.7302  2.9775  -0.7875  0.11
C  -2.7695  2.4772  -2.9312  -0.02
H  0.3082  -5.4400  1.0068  0.10
C  1.8335  -1.1033  -2.2276  0.03
C  3.9474  4.9725  -2.3493  -0.46
H  -2.0329  2.4679  -3.7272  0.12
C  -1.1993  0.5137  2.3104  -0.22
C  1.9627  -1.4437  2.3909  -0.19
C  3.9377  -4.9245  -0.6938  -0.01
H  5.4123  -3.4361  -1.1391  0.14
C  -5.4735  4.8850  -1.9958  0.04
C  -1.5200  0.8643  -1.5373  -0.04
H  -2.7662  3.4700  1.9481  0.13
H  -2.8862  -2.1988  3.3803  0.10
N  1.5975  -0.1536  -1.3670  0.00
C  2.0368  -4.2178  0.6210  -0.22
H  2.5598  -2.2850  4.2286  0.13

Atoms 1-3, force components in eV/Å:
0.00 0.02 -0.01
0.04 0.01 -0.04
0.00 -0.02 0.00

Output
Orbital gap ... 3.90 eV
Net charge ... +4
Relative energy (zero: lowest compared OMol25 entry of this formula, charge and spin) ... 4.2 kcal per mole
E_tot ... -83929.49724 eV
Highest occupied orbital energy ... -17.91 eV